Entry 1:
Entry from the Open Molecules 2025 dataset: a molecular structure, C15H38BN2O4PS2Si2 (the ωB97M-V functional and the def2-TZVPD basis).

XYZ file:
```
65
Properties=species:S:1:pos:R:3:nbo_charge:R:1
C 5.37 -0.86 3.75 -0.643
C 4.33 0.02 2.82 -0.797
B 2.95 0.47 3.63 0.530
O 2.93 0.91 5.06 -0.861
Si 1.24 0.47 2.64 1.857
N 0.59 -1.18 2.36 -0.897
C 1.44 -1.91 1.57 0.261
S 2.48 -3.09 0.89 0.090
O 1.43 1.46 1.20 -0.671
N 0.81 0.93 0.13 0.353
O 1.61 0.71 -0.78 -0.281
O 0.09 1.33 3.70 -1.167
Si -1.56 1.17 3.11 1.117
P -2.52 -0.76 3.55 0.325
S -2.49 -1.24 5.46 -0.595
H 5.77 -1.73 3.05 0.227
H 4.83 -1.31 4.69 0.211
H 6.35 -0.24 4.04 0.224
H 4.00 -0.71 1.94 0.236
H 4.88 0.99 2.40 0.267
H 3.80 0.71 5.50 0.492
H -2.37 2.20 3.82 -0.144
H -1.67 1.47 1.68 -0.178
H -1.91 -1.90 2.86 0.031
H -3.88 -0.67 3.00 0.011
C -4.14 7.62 -1.22 -0.610
C -5.07 6.73 -0.40 -0.399
C -4.56 6.45 1.01 -0.397
C -3.23 5.69 1.08 -0.398
C -3.21 4.33 0.38 -0.400
C -4.19 3.33 0.97 -0.612
H -3.18 7.14 -1.38 0.200
H -4.58 7.83 -2.20 0.210
H -3.98 8.58 -0.71 0.202
H -5.26 5.80 -0.94 0.193
H -6.05 7.23 -0.32 0.202
H -5.33 5.89 1.56 0.199
H -4.44 7.40 1.54 0.202
H -2.98 5.54 2.14 0.201
H -2.43 6.31 0.67 0.201
H -2.20 3.91 0.46 0.200
H -3.41 4.45 -0.69 0.197
H -3.99 3.17 2.04 0.198
H -4.10 2.36 0.46 0.207
H -5.23 3.67 0.86 0.206
C 1.36 -7.85 -3.96 -0.610
C 2.07 -6.82 -4.82 -0.399
C 3.18 -6.07 -4.08 -0.397
C 2.72 -5.23 -2.88 -0.397
C 1.67 -4.16 -3.19 -0.400
C 2.15 -3.10 -4.16 -0.610
H 0.84 -7.38 -3.12 0.200
H 0.61 -8.38 -4.56 0.210
H 2.07 -8.59 -3.57 0.201
H 1.34 -6.12 -5.24 0.194
H 2.52 -7.33 -5.68 0.202
H 3.71 -5.42 -4.80 0.200
H 3.93 -6.79 -3.73 0.200
H 3.60 -4.74 -2.44 0.197
H 2.33 -5.90 -2.10 0.198
H 1.39 -3.67 -2.25 0.202
H 0.75 -4.63 -3.58 0.194
H 3.05 -2.60 -3.78 0.202
H 1.38 -2.34 -4.31 0.211
H 2.39 -3.53 -5.14 0.200
```

Output
Highest occupied orbital energy ... -8.431 eV
LUMO energy ... -0.0422 Eh
M ... 472.6 g/mol
Kohn-Sham gap ... 7.3 eV

=====

Entry 2:
Entry from the Open Molecules 2025 dataset: a molecular structure, C5H11N (the ωB97M-V functional and the def2-TZVPD basis).

XYZ file:
```
17
Properties=species:S:1:pos:R:3:nbo_charge:R:1
C 2.53 0.20 0.26 -0.607
C 1.12 -0.38 0.15 -0.404
C 0.07 0.69 -0.16 -0.206
N -1.28 0.15 -0.17 -0.398
C -2.11 -0.14 0.86 -0.266
C -1.99 -0.44 -1.16 -0.232
H 2.84 0.69 -0.67 0.203
H 3.26 -0.58 0.49 0.215
H 2.58 0.95 1.06 0.203
H 1.09 -1.14 -0.64 0.199
H 0.83 -0.88 1.08 0.206
H 0.25 1.16 -1.13 0.199
H 0.08 1.47 0.61 0.200
H -2.32 -1.17 1.11 0.177
H -2.45 0.65 1.54 0.166
H -1.53 -1.20 -1.80 0.163
H -2.96 -0.04 -1.42 0.183
```

Output
Highest occupied orbital energy ... -7.747 eV
LUMO energy ... 0.0362 Eh
M ... 85.1 g/mol
Kohn-Sham gap ... 8.7 eV
Relative energy (zero: lowest compared OMol25 entry of this formula, charge and spin) ... 78.34 kcal/mol

=====

Entry 3:
Entry from the Open Molecules 2025 dataset: a molecular structure, C41H53IN6O5RbSSi (the ωB97M-V functional and the def2-TZVPD basis).

XYZ file:
```
109
Properties=species:S:1:pos:R:3:mulliken_spin:R:1
Rb -0.25 -1.16 -0.17 -0.004
C -0.57 -1.25 3.00 0.001
Si 1.05 -0.96 3.68 0.001
C 1.96 0.41 2.70 0.000
N 2.00 0.12 1.28 0.000
C 2.08 1.36 0.50 0.000
C 3.23 2.27 0.93 0.000
C 4.48 1.41 1.19 0.000
C 4.37 0.06 0.51 0.000
C 3.14 -0.75 0.95 0.000
C 1.34 -0.32 5.48 0.000
C 1.63 1.03 5.77 0.000
C 1.81 1.52 7.06 0.000
C 1.62 0.69 8.12 0.000
C 1.22 -0.60 7.91 0.000
C 1.09 -1.09 6.64 0.000
C 2.15 -2.47 3.65 0.000
C 1.65 -3.58 3.00 0.000
C 2.41 -4.76 2.76 0.000
C 3.71 -4.81 3.17 0.000
C 4.25 -3.67 3.84 0.000
C 3.50 -2.53 4.07 0.000
H -1.10 -0.35 2.69 0.000
H -1.18 -2.13 3.31 0.000
H 2.96 0.55 3.08 0.000
H 1.34 1.32 2.82 0.000
H 1.10 1.82 0.53 0.000
H 2.15 1.11 -0.54 0.000
H 3.05 2.88 1.82 0.000
H 3.43 2.96 0.09 0.000
H 4.60 1.30 2.25 0.000
H 5.39 1.90 0.88 0.000
H 5.25 -0.53 0.72 0.000
H 4.34 0.25 -0.53 0.000
H 3.41 -1.27 1.81 0.000
H 2.90 -1.46 0.16 0.000
H 1.78 1.70 4.97 0.000
H 2.11 2.56 7.20 0.000
H 1.73 1.06 9.18 0.000
H 1.02 -1.27 8.79 0.000
H 0.80 -2.12 6.47 0.000
H 0.60 -3.66 2.77 0.001
H 1.89 -5.62 2.39 0.000
H 4.31 -5.67 3.02 0.000
H 5.24 -3.69 4.27 0.000
H 3.93 -1.73 4.67 0.000
N -4.14 -1.31 2.08 0.000
C -4.75 -1.06 0.75 0.003
C -5.03 0.38 0.57 0.003
C -3.92 1.18 -0.01 0.000
N -2.66 1.09 0.74 0.000
H -3.14 -1.01 2.11 -0.001
H -4.19 -2.31 2.25 0.001
H -5.71 -1.61 0.71 -0.007
H -4.10 -1.47 -0.04 0.004
H -5.26 0.85 1.51 0.000
H -5.90 0.54 -0.10 0.000
H -4.28 2.22 -0.10 0.000
H -3.71 0.84 -1.03 0.000
H -2.80 1.25 1.74 0.000
H -2.00 1.77 0.35 0.000
O 0.95 -3.45 -1.77 0.000
N 0.62 -3.24 -3.05 0.001
C 0.89 -2.06 -3.60 0.000
C 0.62 -1.78 -4.91 0.001
C -0.05 -2.69 -5.72 -0.001
C -0.34 -3.88 -5.09 0.000
C -0.09 -4.12 -3.76 0.003
H 1.35 -1.30 -2.96 -0.001
H 0.91 -0.78 -5.29 0.000
H -0.33 -2.54 -6.72 0.000
H -0.94 -4.65 -5.56 0.000
H -0.48 -4.98 -3.24 -0.004
O -0.93 2.15 -1.45 0.000
S -0.26 3.31 -2.14 0.000
C -1.50 4.63 -2.02 0.000
C -2.86 4.29 -1.99 0.000
C -3.76 5.36 -1.94 0.000
C -3.33 6.66 -1.99 0.000
C -1.96 6.96 -2.00 0.000
C -1.03 5.92 -2.03 0.000
C -0.35 3.13 -3.90 0.000
C -1.22 2.25 -4.51 0.000
C -1.16 2.09 -5.87 0.000
C -0.25 2.76 -6.64 0.000
C 0.63 3.63 -6.03 0.000
C 0.62 3.79 -4.66 0.000
H -3.14 3.23 -2.00 0.000
H -4.81 5.14 -1.97 0.000
H -4.03 7.50 -2.12 0.000
H -1.66 7.99 -2.07 0.000
H 0.05 6.04 -2.16 0.000
H -1.96 1.71 -3.92 0.000
H -1.85 1.39 -6.30 0.000
H -0.22 2.56 -7.70 0.000
H 1.39 4.20 -6.65 0.000
H 1.32 4.42 -4.17 0.000
N -1.50 -4.56 -0.73 0.036
C -2.63 -3.89 -1.27 0.058
O -2.51 -2.75 -1.69 0.139
C -3.85 -4.60 -1.34 0.651
I -3.23 -7.26 -3.15 0.105
H -0.64 -4.22 -1.06 -0.006
H -1.65 -5.59 -0.72 0.002
H -4.58 -4.10 -1.96 0.007
H -4.03 -5.41 -0.66 0.010
O 2.89 2.29 -3.42 0.000
N 2.26 1.24 -3.64 0.000
O 1.31 1.03 -2.85 0.000
```

Output
⟨S²⟩ ... 0.76
Highest occupied orbital energy ... -1.562 eV
Net charge ... -2
LUMO energy ... 0.1277 Eh
2S+1 ... 2
M ... 982.4 g/mol
Kohn-Sham gap ... 5.0 eV
Relative energy (zero: lowest compared OMol25 entry of this formula, charge and spin) ... 0.00 kcal/mol

=====

Entry 4:
Entry from the Open Molecules 2025 dataset: a molecular structure, C26H35MnN5O6P (the ωB97M-V functional and the def2-TZVPD basis).

XYZ file:
```
74
Properties=species:S:1:pos:R:3:mulliken_spin:R:1
Mn -19.63 -5.65 -4.72 3.042
O -18.49 1.15 -3.99 -0.001
N -19.67 0.87 -3.82 0.000
O -20.52 1.64 -3.42 0.000
C -20.08 -0.55 -4.13 0.003
C -21.39 -0.83 -4.03 -0.003
C -21.81 -2.19 -4.13 -0.008
C -23.13 -2.60 -3.92 0.008
C -23.49 -3.92 -4.06 -0.008
C -22.50 -4.86 -4.36 0.015
N -21.26 -4.49 -4.56 -0.091
C -20.91 -3.21 -4.43 0.006
C -19.54 -2.90 -4.60 -0.029
N -18.73 -3.94 -4.99 -0.133
C -17.44 -3.74 -5.24 0.014
C -16.89 -2.47 -5.11 -0.011
C -17.68 -1.41 -4.69 0.012
C -19.06 -1.57 -4.45 -0.011
H -22.12 -0.07 -3.82 0.000
H -23.88 -1.86 -3.67 -0.001
H -24.49 -4.30 -3.97 0.000
H -22.74 -5.93 -4.46 -0.007
H -16.88 -4.61 -5.55 -0.012
H -15.82 -2.32 -5.24 -0.001
H -17.25 -0.43 -4.61 -0.001
C -14.77 -8.01 -5.46 0.003
C -16.18 -8.65 -5.29 -0.002
C -17.20 -7.65 -5.08 0.022
N -17.98 -6.80 -4.99 -0.024
H -14.02 -8.77 -5.42 0.000
H -14.60 -7.27 -4.67 0.000
H -14.75 -7.53 -6.43 0.000
H -16.19 -9.30 -4.43 0.001
H -16.42 -9.20 -6.20 0.001
C -18.49 -4.70 1.19 0.000
C -19.59 -5.67 0.93 -0.001
C -19.44 -7.01 1.51 -0.001
C -20.99 -5.14 1.21 0.000
O -19.46 -5.98 -0.62 -0.006
P -20.44 -5.55 -1.73 -0.013
O -21.14 -4.25 -1.72 0.032
O -19.32 -5.65 -3.04 0.198
O -21.40 -6.77 -2.06 0.008
C -21.09 -8.21 -2.44 -0.010
C -22.24 -8.99 -1.87 0.002
C -21.09 -8.22 -4.03 0.018
C -19.78 -8.70 -1.82 0.003
H -18.46 -4.51 2.25 0.000
H -18.60 -3.78 0.63 0.000
H -17.51 -5.16 0.95 0.000
H -19.27 -6.96 2.56 0.000
H -18.63 -7.61 1.11 0.000
H -20.34 -7.61 1.37 0.000
H -21.12 -5.06 2.30 0.000
H -21.78 -5.80 0.87 0.000
H -21.17 -4.14 0.82 0.000
H -23.23 -8.62 -2.19 0.000
H -22.25 -8.85 -0.80 -0.001
H -22.21 -10.05 -2.10 0.000
H -22.01 -7.83 -4.46 -0.002
H -20.92 -9.25 -4.39 -0.002
H -20.23 -7.70 -4.50 -0.036
H -19.89 -8.65 -0.75 0.000
H -18.90 -8.10 -2.07 -0.002
H -19.56 -9.74 -2.14 0.000
C -20.56 -5.26 -9.79 0.004
C -20.99 -6.47 -8.91 -0.005
C -20.57 -6.27 -7.57 0.064
N -20.20 -6.04 -6.50 -0.040
H -20.88 -5.51 -10.80 0.000
H -19.51 -5.14 -9.77 0.000
H -21.08 -4.35 -9.49 0.000
H -20.51 -7.38 -9.26 0.003
H -22.07 -6.62 -8.92 0.003
```

Output
⟨S²⟩ ... 3.86
Highest occupied orbital energy (spin up / spin down) ... -18.189 / -18.189 eV
Net charge ... +3
LUMO energy (spin up / spin down) ... -0.4642 / -0.4204 Eh
2S+1 ... 4
M ... 599.5 g/mol
Kohn-Sham gap (spin up / spin down) ... 5.6 / 6.8 eV

=====

Entry 5:
Entry from the Open Molecules 2025 dataset: a molecular structure, C19H13AgCl5N3O (the ωB97M-V functional and the def2-TZVPD basis).

XYZ file:
```
42
Properties=species:S:1:pos:R:3:nbo_charge:R:1
Ag 2.51 1.30 -1.57 0.613
C -1.72 -3.58 3.80 -0.626
C -2.42 -2.69 2.83 -0.031
C -3.56 -3.11 2.16 -0.183
C -4.20 -2.29 1.25 -0.265
C -3.71 -1.02 0.98 0.213
N -4.46 -0.22 0.10 -0.650
C -4.19 0.99 -0.47 0.790
O -5.06 1.77 -0.77 -0.602
N -2.85 1.31 -0.70 -0.636
C -1.82 0.50 -1.15 0.139
C -1.98 -0.83 -1.54 -0.187
C -0.87 -1.51 -2.00 -0.222
C 0.36 -0.87 -2.05 0.019
N 0.51 0.40 -1.69 -0.485
C -0.55 1.07 -1.26 0.011
C -2.57 -0.58 1.65 -0.270
C -1.94 -1.41 2.56 -0.178
H -2.30 -4.47 4.00 0.216
H -1.54 -3.05 4.74 0.222
H -0.75 -3.88 3.41 0.223
H -3.97 -4.08 2.38 0.213
H -5.09 -2.63 0.75 0.212
H -5.45 -0.41 0.11 0.418
H -2.71 2.30 -0.84 0.420
H -2.94 -1.32 -1.51 0.238
H -0.95 -2.53 -2.33 0.233
H 1.25 -1.38 -2.41 0.214
H -0.40 2.11 -0.99 0.205
H -2.18 0.41 1.49 0.225
H -1.07 -1.04 3.09 0.215
Cl 3.51 3.71 0.51 0.003
C 4.79 3.14 -0.50 -0.101
C 4.47 2.12 -1.39 -0.387
C 5.54 1.69 -2.19 -0.100
Cl 5.20 0.42 -3.31 0.004
C 6.82 2.21 -2.11 -0.091
Cl 8.08 1.63 -3.13 0.047
C 7.08 3.23 -1.20 -0.086
Cl 8.66 3.91 -1.08 0.052
C 6.06 3.70 -0.38 -0.091
Cl 6.37 4.95 0.76 0.047
```

Output
Highest occupied orbital energy ... -8.538 eV
LUMO energy ... -0.0100 Eh
M ... 584.5 g/mol
Kohn-Sham gap ... 8.3 eV

=====

Entry 6:
Entry from the Open Molecules 2025 dataset: 2 unconnected molecules or ions with the total composition C9H14O (the ωB97M-V functional and the def2-TZVPD basis).

XYZ file:
```
24
Properties=species:S:1:pos:R:3:nbo_charge:R:1
C 1.31 2.34 -2.21 -0.622
C 0.34 1.61 -1.29 -0.053
C -0.40 0.52 -1.75 -0.184
C -1.18 -0.23 -0.88 -0.298
C -1.40 0.23 0.41 0.307
O -2.21 -0.45 1.29 -0.675
C -0.80 1.40 0.87 -0.272
C 0.04 2.06 -0.02 -0.180
H 2.18 1.71 -2.33 0.220
H 1.58 3.28 -1.73 0.213
H 0.77 2.59 -3.12 0.219
H -0.18 0.05 -2.71 0.208
H -1.53 -1.20 -1.19 0.207
H -2.46 -1.29 0.88 0.478
H -1.15 1.76 1.82 0.227
H 0.49 2.96 0.38 0.206
C 0.20 -2.80 1.18 -0.612
C 0.97 -1.53 1.63 -0.614
H -0.34 -2.64 0.26 0.193
H 0.85 -3.67 1.18 0.208
H -0.56 -2.97 1.93 0.200
H 0.37 -0.89 2.27 0.212
H 1.74 -1.83 2.35 0.202
H 1.39 -1.02 0.77 0.210
```

Output
Highest occupied orbital energy ... -8.398 eV
LUMO energy ... 0.0339 Eh
M ... 138.2 g/mol
Kohn-Sham gap ... 9.3 eV
Relative energy (zero: lowest compared OMol25 entry of this formula, charge and spin) ... 10.43 kcal/mol

=====

Entry 7:
Entry from the Open Molecules 2025 dataset: 5 unconnected molecules or ions with the total composition C31H78INO16P5 (the ωB97M-V functional and the def2-TZVPD basis).

XYZ file:
```
132
Properties=species:S:1:pos:R:3:lowdin_charge:R:1
C -9.57 7.15 4.94 -0.166
C -8.22 7.08 5.66 -0.288
C -7.00 6.64 4.79 -0.753
I -7.56 5.49 3.10 1.029
N -6.08 5.86 5.71 -0.182
P -4.36 5.68 5.05 1.016
C -4.19 4.18 4.01 -0.430
C -2.70 4.13 3.62 -0.141
C -3.19 5.59 6.45 -0.393
C -3.01 4.22 7.14 -0.141
H -10.23 7.73 5.59 0.085
H -10.02 6.17 4.80 0.057
H -9.51 7.68 4.00 0.064
H -8.04 8.08 6.06 0.118
H -8.32 6.40 6.51 0.111
H -6.47 7.55 4.53 0.080
H -6.03 6.41 6.57 0.136
H -6.55 4.98 5.96 0.135
H -4.46 3.27 4.54 0.082
H -4.79 4.26 3.11 0.009
H -2.56 3.56 2.70 0.079
H -2.12 3.67 4.42 0.065
H -2.31 5.14 3.49 0.068
H -3.52 6.30 7.21 0.078
H -2.23 5.89 6.05 0.084
H -2.90 3.39 6.45 0.054
H -2.10 4.26 7.74 0.081
H -3.81 3.99 7.84 0.073
O -3.27 8.69 -2.17 -0.215
P -2.62 7.99 -1.05 0.495
O -3.01 8.80 0.32 -0.180
C -4.32 9.31 0.52 -0.275
C -5.18 8.33 1.30 -0.098
O -1.06 8.37 -1.19 -0.196
C -0.55 8.98 -2.38 -0.275
C -0.52 10.49 -2.25 -0.072
O -2.20 6.59 -0.35 -0.166
C -3.18 5.64 0.06 -0.282
C -4.22 5.34 -1.00 -0.070
H -4.80 9.57 -0.42 0.112
H -4.22 10.23 1.09 0.121
H -5.39 7.43 0.71 0.051
H -6.14 8.78 1.57 0.076
H -4.67 8.02 2.22 0.063
H -1.13 8.68 -3.25 0.105
H 0.46 8.60 -2.53 0.118
H -1.46 10.88 -1.86 0.074
H -0.32 10.96 -3.21 0.080
H 0.26 10.79 -1.55 0.076
H -3.64 5.97 1.00 0.092
H -2.63 4.72 0.30 0.112
H -4.73 6.25 -1.33 0.069
H -4.97 4.64 -0.61 0.081
H -3.75 4.89 -1.87 0.089
O 0.16 1.39 -4.92 -0.220
P -0.95 0.54 -4.42 0.532
O -2.30 1.43 -4.66 -0.192
C -2.52 2.13 -5.89 -0.281
C -3.33 1.31 -6.87 -0.077
O -0.77 0.70 -2.81 -0.213
C 0.43 1.22 -2.25 -0.290
C 0.33 2.72 -2.02 -0.074
O -1.73 -0.84 -4.11 -0.180
C -2.22 -1.69 -5.15 -0.264
C -1.19 -1.97 -6.23 -0.072
H -1.57 2.44 -6.34 0.108
H -3.07 3.04 -5.63 0.117
H -2.77 0.44 -7.23 0.062
H -3.59 1.91 -7.74 0.081
H -4.25 0.95 -6.41 0.080
H 1.29 0.98 -2.87 0.104
H 0.58 0.71 -1.29 0.115
H -0.06 3.24 -2.89 0.074
H 1.30 3.14 -1.77 0.079
H -0.36 2.93 -1.19 0.064
H -3.13 -1.26 -5.57 0.105
H -2.51 -2.62 -4.68 0.119
H -0.81 -1.04 -6.67 0.071
H -1.63 -2.57 -7.03 0.089
H -0.34 -2.51 -5.82 0.065
O 2.21 -6.59 -1.30 -0.228
P 2.23 -6.70 -2.77 0.491
O 0.88 -7.50 -3.20 -0.179
C -0.37 -7.25 -2.57 -0.277
C -1.20 -6.23 -3.33 -0.079
O 3.37 -7.80 -3.07 -0.194
C 4.27 -8.23 -2.05 -0.279
C 3.77 -9.48 -1.37 -0.066
O 2.54 -6.01 -4.19 -0.165
C 1.85 -4.83 -4.62 -0.271
C 1.79 -3.74 -3.57 -0.075
H -0.23 -6.94 -1.53 0.108
H -0.90 -8.21 -2.55 0.119
H -0.74 -5.24 -3.27 0.056
H -2.20 -6.16 -2.89 0.079
H -1.29 -6.51 -4.38 0.081
H 4.45 -7.43 -1.33 0.096
H 5.22 -8.43 -2.54 0.119
H 2.72 -9.40 -1.08 0.075
H 4.35 -9.69 -0.47 0.066
H 3.85 -10.34 -2.04 0.078
H 0.85 -5.11 -4.97 0.101
H 2.38 -4.47 -5.50 0.123
H 1.34 -4.10 -2.64 0.068
H 1.21 -2.90 -3.93 0.066
H 2.80 -3.39 -3.33 0.089
O 9.17 -6.68 1.94 -0.225
P 8.51 -7.99 2.08 0.490
O 9.01 -8.63 3.49 -0.180
C 9.14 -7.83 4.66 -0.278
C 7.89 -7.87 5.52 -0.077
O 9.28 -8.93 1.01 -0.198
C 10.16 -8.38 0.03 -0.285
C 11.59 -8.38 0.52 -0.074
O 7.18 -8.87 1.88 -0.170
C 5.96 -8.57 2.56 -0.267
C 5.57 -7.11 2.46 -0.077
H 9.40 -6.81 4.41 0.108
H 9.98 -8.26 5.22 0.119
H 7.06 -7.36 5.02 0.058
H 8.07 -7.36 6.47 0.079
H 7.59 -8.89 5.73 0.081
H 9.84 -7.37 -0.25 0.103
H 10.07 -9.00 -0.86 0.116
H 11.68 -7.98 1.53 0.074
H 12.23 -7.79 -0.15 0.077
H 11.98 -9.40 0.54 0.075
H 6.03 -8.90 3.60 0.104
H 5.19 -9.18 2.10 0.113
H 6.36 -6.45 2.84 0.066
H 4.66 -6.92 3.04 0.085
H 5.38 -6.83 1.43 0.079
```

Output
Highest occupied orbital energy ... -10.978 eV
Net charge ... +1
LUMO energy ... -0.1131 Eh
M ... 1002.7 g/mol
Kohn-Sham gap ... 7.9 eV

=====

| no. | total energy (eV) |
| --- | --- |
| 1 | -74731.4539 |
| 2 | -6850.1314 |
| 3 | -90020.8683 |
| 4 | -87848.2513 |
| 5 | -93043.9312 |
| 6 | -11607.1843 |
| 7 | -122206.5355 |